Below is 2 unconnected molecules or ions with the total composition HNO2PS at a distorted geometry, with properties calculated with ωB97M-V/def2-TZVPD.

Summary:
HOMO, hartree: -0.158
Orbital gap, eV: 8.25
Energy above the lowest of the compared OMol25 structures with the same formula, charge and spin, kcal per mole: 27.0
Net charge: -1

Atoms and positions in Å:
N: -0.709 -0.301 -1.038
O: 2.363 -1.085 -0.315
O: -1.863 0.868 0.889
P: 1.115 -0.724 0.476
S: -1.889 0.355 -0.471
H: 0.983 0.887 0.458

Atomic partial charges in e from the natural (NBO) method, atoms 1 to 2:
1. N -1.054
2. O -1.112

=====

Below is a molecular structure, C7H8O at a distorted geometry, with properties calculated with ωB97M-V/def2-TZVPD.

Summary:
HOMO, hartree: -0.353
Orbital gap, eV: 10.07
Energy above the lowest of the compared OMol25 structures with the same formula, charge and spin, kcal per mole: 137.5

Atoms and positions in Å:
C: -0.580 0.820 0.073
C: -0.557 -0.238 1.073
C: -1.593 -0.803 -0.027
C: -0.650 -0.210 -0.986
C: 0.811 -0.906 -0.709
C: 1.820 0.165 -0.087
C: 0.856 -0.791 0.761
H: -0.800 -0.197 2.124
H: -2.192 -1.873 -0.395
H: -2.416 -0.254 0.330
H: -0.896 -0.183 -2.004
H: 1.024 -1.928 -1.231
H: 1.474 1.136 -0.269
H: 3.063 0.028 -0.085
H: 1.354 -1.490 1.401
O: -0.156 2.067 -0.057

Atomic partial charges in e from the natural (NBO) method, atoms 1 to 2:
1. C 0.598
2. C -0.303

=====

Below is a molecular structure, C38H55BN14O9S6Zr, with properties calculated with ωB97M-V/def2-TZVPD.

Summary:
HOMO, hartree: -0.272
Orbital gap, eV: 6.92
Energy above the lowest of the compared OMol25 structures with the same formula, charge and spin, kcal per mole: 1.7

Atoms and positions in Å:
Zr: -0.125 -0.369 0.368
C: -4.139 -4.272 4.102
C: -3.218 -3.076 3.870
C: -3.087 -2.292 5.175
C: -1.866 -3.594 3.391
N: -3.837 -2.184 2.839
C: -5.105 -2.368 2.315
C: -5.384 -1.297 1.552
N: -4.300 -0.448 1.598
B: -4.367 0.931 0.914
N: -3.533 2.018 1.633
C: -4.057 2.590 2.769
C: -3.175 3.494 3.221
N: -2.094 3.494 2.354
C: -2.317 2.551 1.398
S: -1.306 2.089 0.074
C: -1.026 4.530 2.550
C: -1.710 5.899 2.485
C: -0.402 4.294 3.926
C: 0.070 4.502 1.496
N: -4.115 0.861 -0.616
C: -4.765 1.758 -1.430
C: -4.554 1.396 -2.706
N: -3.758 0.264 -2.685
C: -3.481 -0.043 -1.383
S: -2.514 -1.346 -0.793
C: -3.447 -0.543 -3.900
C: -1.938 -0.624 -4.086
C: -4.040 0.143 -5.129
C: -4.082 -1.926 -3.760
C: -3.347 -1.003 2.373
S: -1.818 -0.296 2.702
H: -3.666 -4.915 4.844
H: -4.274 -4.860 3.193
H: -5.113 -3.976 4.493
H: -2.677 -2.946 5.946
H: -4.065 -1.936 5.507
H: -2.420 -1.440 5.054
H: -1.492 -4.317 4.118
H: -1.147 -2.787 3.298
H: -1.954 -4.088 2.424
H: -5.701 -3.235 2.521
H: -6.262 -1.060 0.978
H: -5.516 1.293 1.022
H: -5.015 2.294 3.156
H: -3.224 4.141 4.075
H: -2.461 6.030 3.265
H: -2.189 6.038 1.515
H: -0.958 6.677 2.611
H: -1.130 4.396 4.732
H: 0.385 5.031 4.091
H: 0.037 3.298 3.975
H: -0.314 4.660 0.491
H: 0.632 3.575 1.505
H: 0.757 5.316 1.737
H: -5.328 2.578 -1.022
H: -4.895 1.853 -3.613
H: -1.501 0.370 -4.176
H: -1.720 -1.190 -4.994
H: -1.488 -1.124 -3.234
H: -3.628 1.142 -5.275
H: -5.128 0.201 -5.083
H: -3.777 -0.454 -6.001
H: -3.675 -2.466 -2.908
H: -3.890 -2.503 -4.666
H: -5.163 -1.834 -3.634
N: 0.473 -2.202 -1.561
C: 1.270 -1.504 -2.568
C: 1.302 -2.286 -3.891
C: 2.165 -1.816 -5.069
C: 3.591 -1.398 -4.716
N: 3.566 -0.025 -4.237
C: 4.536 0.586 -3.594
N: 5.751 0.018 -3.469
N: 4.340 1.827 -3.140
C: 0.775 -0.051 -2.622
O: 1.018 0.667 -3.599
O: 0.131 0.352 -1.600
H: 0.912 -3.081 -1.307
H: -0.458 -2.423 -1.906
H: 2.286 -1.423 -2.160
H: 0.275 -2.400 -4.244
H: 1.634 -3.294 -3.622
H: 1.685 -0.993 -5.601
H: 2.226 -2.646 -5.775
H: 4.229 -1.462 -5.602
H: 4.003 -2.069 -3.952
H: 2.617 0.398 -4.179
H: 5.835 -0.967 -3.653
H: 6.365 0.381 -2.759
H: 3.380 2.134 -3.024
H: 4.946 2.165 -2.404
O: 0.215 -4.388 0.930
C: 0.626 -3.257 1.090
O: -0.147 -2.207 1.174
C: 2.096 -2.989 1.195
C: 2.890 -3.959 1.762
C: 4.258 -3.759 1.891
C: 4.861 -2.626 1.395
C: 4.070 -1.694 0.759
C: 2.651 -1.774 0.709
O: 1.943 -0.800 0.253
N: 4.742 -0.568 0.165
O: 5.733 -0.108 0.712
O: 4.304 -0.114 -0.885
N: 5.086 -4.778 2.528
O: 4.530 -5.763 2.972
O: 6.288 -4.587 2.572
H: 2.438 -4.875 2.113
H: 5.928 -2.482 1.480
S: 0.939 1.076 2.358
C: 1.978 -0.036 3.075
N: 2.708 -0.794 3.557
S: 2.380 2.972 -0.675
C: 3.843 3.607 -0.304
N: 5.009 2.919 -0.166
C: 6.045 3.606 0.597
C: 5.905 5.071 0.213
S: 4.113 5.309 0.028
H: 4.922 1.916 -0.067
H: 7.027 3.209 0.345
H: 5.876 3.471 1.669
H: 6.398 5.287 -0.734
H: 6.291 5.736 0.981

Atomic partial charges in e from the Löwdin method, atoms 1 to 2:
1. Zr 1.321
2. C -0.058